62
Properties=species:S:1:pos:R:3 method="wB97M-V/def2-TZVPD" lumo_ha=-0.1881 total_charge=+1
C -1.96 1.80 -0.42
C -2.50 0.42 -0.88
Cl -3.98 -0.05 0.05
C -1.44 -0.75 -0.87
Cl -1.14 -1.27 -2.55
N -0.23 -0.47 -0.10
C 1.02 -0.09 -0.44
N 1.47 0.12 -1.68
N 1.82 0.08 0.64
C 1.03 -0.18 1.70
P 1.40 -0.10 3.51
S 0.50 1.51 4.17
N -0.19 -0.52 1.26
Br -1.58 -0.98 2.41
H -1.26 1.75 0.43
H -1.58 2.40 -1.26
H -2.84 2.36 -0.04
H -2.84 0.55 -1.92
H -1.94 -1.61 -0.37
H 1.39 -0.52 -2.46
H 2.02 0.96 -1.85
H 0.83 -1.16 4.25
H 2.80 -0.02 3.72
O 5.17 0.02 0.26
H 5.50 -0.80 0.65
H 4.21 -0.08 0.24
O -4.26 1.46 3.12
H -3.41 1.75 3.47
H -4.04 0.98 2.31
O 3.15 -0.53 -3.85
H 4.01 -0.25 -3.50
H 3.38 -1.01 -4.66
O 4.52 2.21 2.33
H 3.68 1.76 2.29
H 5.05 1.78 1.64
O -6.36 0.83 -2.51
H -6.53 1.76 -2.69
H -5.87 0.83 -1.68
O 3.47 5.32 1.65
H 3.79 4.49 2.03
H 2.51 5.21 1.63
O 1.24 -2.67 5.88
H 0.61 -3.40 5.86
H 1.31 -2.45 6.82
O 6.69 -0.79 -2.45
H 6.20 -0.58 -1.64
H 7.61 -0.86 -2.16
O -4.29 -2.01 -2.47
H -4.77 -1.17 -2.47
H -3.36 -1.76 -2.42
O 0.48 -3.62 -0.33
H 0.18 -2.91 0.24
H -0.33 -4.08 -0.58
O 2.78 -4.95 4.47
H 2.54 -4.22 5.05
H 1.95 -5.42 4.32
O -3.52 1.06 -4.22
H -4.37 0.62 -4.36
H -2.93 0.67 -4.87
O -5.89 2.92 -4.68
H -5.05 3.23 -4.33
H -5.65 2.44 -5.48

52
Properties=species:S:1:pos:R:3 method="wB97M-V/def2-TZVPD" lumo_ha=-0.0029 relative_energy_kj_mol=1896.7
C -5.20 -2.61 -0.48
C -4.31 -1.32 -0.61
H -4.66 -0.51 0.12
H -4.46 -0.87 -1.62
O -3.07 -1.77 -0.47
C -2.21 -1.07 -1.01
O -2.52 -0.32 -1.78
C -0.82 -1.33 -0.76
C 0.23 -0.46 -0.95
N 0.18 0.65 -1.55
H -0.81 0.92 -2.02
C 0.21 2.05 -0.91
C -0.94 2.05 -0.18
C -1.93 3.12 -0.57
C -3.20 3.15 -0.12
C -3.51 2.43 1.29
C -2.43 1.49 1.79
C -1.26 1.48 1.21
O -0.09 0.88 1.54
C -0.46 0.00 2.84
H 0.45 -0.62 2.78
H -1.37 -0.66 2.68
H -0.66 0.65 3.67
H -2.75 1.17 2.82
H -4.41 2.71 1.41
H -3.86 3.81 -0.44
H -1.74 3.37 -1.54
H 1.18 2.02 -0.14
H 0.45 2.71 -1.42
C 1.59 -0.92 -0.27
C 2.74 -0.04 -0.67
C 3.90 -0.58 -0.21
C 4.01 -1.65 0.77
C 2.84 -2.56 0.97
C 1.59 -2.13 0.44
N 0.60 -2.66 0.69
C -0.55 -2.52 -0.06
H -1.41 -3.18 0.55
H 2.88 -3.28 1.61
H 4.83 -1.84 1.26
O 5.22 -0.03 -0.13
C 5.07 1.31 -0.82
C 4.66 2.42 -0.25
H 3.67 2.24 0.04
H 5.26 2.64 0.55
H 5.03 3.29 -0.91
H 4.72 1.02 -1.94
H 6.40 1.18 -1.27
H 2.69 0.78 -1.39
H -5.29 -3.01 0.46
H -4.86 -3.25 -1.37
H -6.28 -2.35 -0.81

103
Properties=species:S:1:pos:R:3 method="wB97M-V/def2-TZVPD" spin_multiplicity=3 lumo_ha="0.0611 / 0.0514" total_charge=-1 s2=2.01
C 5.67 -0.92 -2.56
C 4.43 -0.60 -2.91
C 3.50 0.24 -2.13
B 3.37 1.80 -2.78
C 4.89 2.42 -2.92
C 5.08 3.90 -2.60
C 6.56 4.33 -2.46
C 7.48 3.74 -3.53
N 8.71 4.54 -3.75
C 8.76 5.17 -4.99
C 7.73 6.26 -5.21
O 9.57 4.88 -5.84
C 2.42 2.61 -1.70
C 1.80 3.91 -2.21
O 0.35 3.74 -2.43
C -0.12 4.25 -3.57
O -0.23 5.41 -3.82
C 2.56 1.60 -4.24
C 2.98 2.38 -5.43
O 3.06 2.04 -6.57
F 3.29 3.70 -5.15
H 6.46 -1.09 -3.30
H 5.97 -0.96 -1.52
H 4.07 -0.98 -3.88
H 2.49 -0.19 -2.05
H 3.90 0.37 -1.11
H 5.33 2.19 -3.89
H 5.51 1.86 -2.20
H 4.62 4.55 -3.35
H 4.61 4.15 -1.64
H 6.91 4.00 -1.47
H 6.66 5.42 -2.48
H 6.91 3.62 -4.46
H 7.76 2.73 -3.24
H 9.52 3.93 -3.73
H 8.22 7.09 -5.72
H 7.31 6.59 -4.26
H 6.93 5.87 -5.84
H 1.59 1.95 -1.42
H 2.99 2.85 -0.80
H 2.26 4.29 -3.12
H 1.90 4.70 -1.46
H -0.45 3.48 -4.28
H 1.49 1.81 -4.11
H 2.61 0.57 -4.58
C -2.94 0.74 0.74
C -1.74 -0.24 0.83
C -2.04 -1.48 1.70
C -1.85 -1.36 3.21
C -0.55 -0.62 3.55
C -0.45 0.72 2.82
N -0.53 0.47 1.34
O 0.55 -0.07 0.91
C -1.54 1.65 3.35
C 0.88 1.41 3.11
C -1.49 -0.72 -0.60
H -2.79 1.66 1.29
H -3.09 1.05 -0.30
H -3.87 0.28 1.09
H -1.38 -2.28 1.36
H -3.06 -1.81 1.47
H -2.71 -0.86 3.67
H -1.82 -2.36 3.64
H -0.49 -0.44 4.62
H 0.30 -1.25 3.28
H -1.48 2.63 2.87
H -1.38 1.78 4.42
H -2.55 1.27 3.22
H 1.73 0.77 2.87
H 0.93 1.66 4.17
H 0.97 2.33 2.53
H -1.13 0.10 -1.22
H -2.43 -1.09 -1.01
H -0.76 -1.52 -0.64
C -6.32 -4.12 1.11
C -5.29 -4.82 2.02
C -5.67 -6.27 2.38
C -6.63 -6.49 3.56
C -6.24 -5.61 4.75
C -6.11 -4.14 4.35
N -5.07 -4.02 3.27
O -3.89 -4.20 3.75
C -7.49 -3.62 3.93
C -5.67 -3.28 5.53
C -3.99 -4.89 1.22
H -6.89 -3.35 1.61
H -5.81 -3.61 0.29
H -7.02 -4.83 0.67
H -4.75 -6.81 2.62
H -6.07 -6.75 1.48
H -7.66 -6.31 3.27
H -6.57 -7.53 3.86
H -6.99 -5.69 5.54
H -5.30 -5.96 5.17
H -7.44 -2.56 3.67
H -8.16 -3.72 4.79
H -7.94 -4.16 3.11
H -4.74 -3.64 5.97
H -6.44 -3.30 6.30
H -5.51 -2.25 5.22
H -3.58 -3.89 1.05
H -4.22 -5.33 0.25
H -3.23 -5.49 1.70

10
Properties=species:S:1:pos:R:3 method="wB97M-V/def2-TZVPD" lumo_ha=-0.1837 total_charge=+1 relative_energy_kj_mol=352.0 smiles="[NH2+]=C1CON1"
N -1.31 0.31 -0.15
C -0.04 0.13 -0.15
C 1.05 -0.53 0.61
O 2.04 0.03 -0.25
N 1.11 0.84 -0.92
H -1.89 -0.12 0.56
H -1.75 0.90 -0.85
H 1.15 -0.17 1.65
H 1.08 -1.62 0.61
H 1.21 0.96 -1.91